Record 1
{
  "formula": "C12H32N2O5PS",
  "method": "wB97M-V/def2-TZVPD",
  "species": ["C", "C", "C", "N", "P", "C", "C", "C", "S", "O", "O", "O", "H", "H", "H", "H", "H", "H", "H", "H", "H", "H", "H", "H", "H", "H", "H", "H", "H", "C", "O", "C", "C", "N", "C", "C", "O", "C", "H", "H", "H", "H", "H", "H", "H", "H", "H", "H", "H", "H", "H", "H", "H"],
  "positions_angstrom": [[-3.4344, 0.3974, -1.6948], [-4.2297, -0.8131, -1.1827], [-3.4693, -1.6638, -0.1701], [-3.0968, -0.9238, 1.0805], [-4.1421, 0.0953, 1.8191], [-3.4527, 1.0560, 3.1955], [-2.1834, 0.4547, 3.8480], [-0.8429, 1.2066, 3.6866], [-0.5854, 2.2696, 2.2852], [-1.4567, 1.8616, 1.2071], [0.8264, 2.4034, 2.1152], [-1.1354, 3.6870, 2.7722], [-4.1026, 1.1858, -2.0523], [-2.8005, 0.1108, -2.5364], [-2.7904, 0.8222, -0.9222], [-4.4658, -1.4854, -2.0133], [-5.2119, -0.5114, -0.7920], [-2.5158, -1.9757, -0.6060], [-4.0348, -2.5641, 0.0873], [-2.6686, -1.5626, 1.7416], [-5.2581, -0.5697, 2.3523], [-4.6625, 0.9680, 0.8679], [-3.3047, 2.0785, 2.8572], [-4.2758, 1.0906, 3.9193], [-2.3563, 0.3628, 4.9219], [-2.0365, -0.5700, 3.4974], [-0.0346, 0.4772, 3.5836], [-0.6117, 1.8393, 4.5467], [-1.9532, 3.8942, 2.3103], [4.3864, -1.7456, -4.1883], [4.8662, -0.8005, -3.2555], [4.2916, 0.4937, -3.3751], [3.5060, 0.8392, -2.1297], [2.3311, -0.0120, -2.0050], [1.6078, 0.1357, -0.7515], [2.3087, -0.2803, 0.5333], [2.5401, -1.6733, 0.6256], [3.7619, -2.1314, 0.0719], [4.9661, -2.6560, -4.0485], [3.3242, -1.9736, -4.0408], [4.5229, -1.3971, -5.2168], [3.6468, 0.5416, -4.2580], [5.1008, 1.2177, -3.5011], [3.1827, 1.8829, -2.1902], [4.1906, 0.7562, -1.2736], [2.6176, -0.9770, -2.1140], [0.6952, -0.4658, -0.8255], [1.2897, 1.1795, -0.6560], [1.6378, -0.0326, 1.3610], [3.2378, 0.2752, 0.7046], [4.5469, -1.3755, 0.1613], [3.6654, -2.4048, -0.9823], [4.0621, -3.0178, 0.6293]],
  "lumo_energy_ha": -0.1116,
  "energy_ev": -46296.2492,
  "homo_lumo_gap_ev": 7.3,
  "homo_energy_ha": -0.381,
  "charge": 1
}


Record 2
{
  "formula": "C12H32N8O18",
  "method": "wB97M-V/def2-TZVPD",
  "species": ["C", "N", "O", "O", "H", "H", "H", "C", "N", "O", "O", "H", "H", "H", "C", "N", "O", "O", "H", "H", "H", "C", "N", "O", "O", "H", "H", "H", "C", "N", "O", "O", "H", "H", "H", "C", "N", "O", "O", "H", "H", "H", "C", "N", "O", "O", "H", "H", "H", "C", "N", "O", "O", "H", "H", "H", "O", "C", "O", "C", "C", "C", "H", "H", "H", "H", "H", "H", "H", "H"],
  "positions_angstrom": [[1.1535, 0.4642, -0.1980], [-0.1141, 1.1935, 0.0732], [-0.1097, 2.0268, 0.9570], [-1.0911, 0.9124, -0.5949], [1.2134, -0.3444, 0.5289], [1.9573, 1.1654, -0.0073], [1.1212, 0.0778, -1.2058], [-3.3435, 0.2860, 1.5905], [-4.2952, -0.8471, 1.5448], [-5.2604, -0.7851, 2.2747], [-4.0403, -1.7920, 0.8216], [-3.1221, 0.5558, 2.6142], [-3.7468, 1.0931, 0.9894], [-2.4227, -0.0624, 1.1303], [-1.7000, -2.9424, -0.4451], [-0.5230, -3.4459, -1.1802], [0.4106, -2.6764, -1.3328], [-0.5692, -4.5787, -1.6055], [-2.5524, -2.9779, -1.1172], [-1.5306, -1.9195, -0.1346], [-1.8740, -3.5714, 0.4223], [-0.6330, -0.4732, -3.6263], [-1.4145, 0.6384, -4.2113], [-2.4608, 0.9453, -3.6682], [-0.9606, 1.1676, -5.2007], [-0.8345, -0.5556, -2.5645], [0.4124, -0.2063, -3.7575], [-0.8433, -1.4053, -4.1407], [1.0649, 1.0407, 3.5463], [1.2117, 0.7905, 4.9935], [0.2004, 0.8256, 5.6636], [2.3301, 0.5937, 5.4189], [0.0503, 0.9127, 3.2015], [1.7930, 0.4648, 2.9883], [1.3166, 2.0972, 3.4310], [-3.8374, 2.3360, -1.9479], [-4.7554, 1.1896, -2.2144], [-4.5744, 0.1810, -1.5601], [-5.6059, 1.3312, -3.0638], [-2.9265, 1.9041, -1.5495], [-4.3324, 2.9391, -1.1877], [-3.7174, 2.8983, -2.8628], [2.4116, 3.3078, -4.8627], [2.3403, 2.3461, -3.7241], [3.3664, 1.7942, -3.3817], [1.2483, 2.1586, -3.2325], [2.6909, 2.7113, -5.7251], [3.1328, 4.0912, -4.6517], [1.4350, 3.7653, -4.9689], [6.0101, 2.5676, -1.3668], [5.4314, 1.7493, -0.2613], [6.1922, 1.2646, 0.5451], [4.2229, 1.6424, -0.2367], [5.5617, 2.2435, -2.2999], [7.0797, 2.3940, -1.3830], [5.7685, 3.5955, -1.1211], [-0.4483, -1.3190, 2.2107], [-0.7854, -2.0785, 3.0850], [-0.3378, -3.3210, 3.2128], [0.7769, -3.7438, 2.4160], [2.0638, -3.0323, 2.8075], [-1.7828, -1.7322, 4.1540], [0.5516, -3.5599, 1.3669], [0.8780, -4.8108, 2.5785], [2.9460, -3.5625, 2.4494], [2.1311, -3.0192, 3.8989], [2.0987, -2.0186, 2.4230], [-1.3830, -1.9792, 5.1364], [-2.7208, -2.2477, 3.9550], [-1.9244, -0.6541, 4.1631]],
  "lumo_energy_ha": -0.0157,
  "energy_ev": -61717.2059,
  "relative_energy_ev": 0.000,
  "smiles": "C[N+](=O)[O-].C[N+](=O)[O-].C[N+](=O)[O-].C[N+](=O)[O-].C[N+](=O)[O-].C[N+](=O)[O-].C[N+](=O)[O-].C[N+](=O)[O-].CCOC(C)=O",
  "homo_lumo_gap_ev": 10.4,
  "homo_energy_ha": -0.396
}


Record 3
{
  "formula": "C12H33ClCoI2P3",
  "method": "wB97M-V/def2-TZVPD",
  "species": ["I", "I", "Co", "P", "C", "C", "H", "H", "H", "H", "H", "H", "C", "H", "H", "H", "P", "C", "C", "H", "H", "H", "C", "H", "H", "H", "H", "H", "H", "Cl", "C", "C", "P", "C", "C", "C", "C", "H", "H", "H", "H", "H", "H", "H", "H", "H", "H", "H", "H", "H", "H", "H"],
  "positions_angstrom": [[0.1388, 1.8665, 0.7428], [0.2137, -1.5087, 1.0722], [0.2278, -0.0256, -1.2543], [-2.1254, -0.0113, -0.9542], [-2.9859, 0.1324, 0.6487], [-2.7320, 1.4491, -1.8520], [-3.8206, 1.4174, -1.9939], [-3.8605, -1.5458, -1.7480], [-2.2394, 1.5133, -2.8282], [-2.2999, -1.7775, -2.5967], [-2.7207, 1.0875, 1.1094], [-2.4629, 2.3449, -1.2779], [-2.7695, -1.5737, -1.6283], [-4.0758, 0.0652, 0.5174], [-2.4992, -2.3887, -0.9450], [-2.6465, -0.6691, 1.3104], [2.5647, 0.0298, -0.9557], [3.3581, 0.1371, 0.6787], [3.1581, -1.5188, -1.6961], [2.5102, 1.5691, -2.7851], [4.1599, 1.4693, -2.0718], [2.8570, 2.3875, -1.2383], [3.0835, 1.5131, -1.8563], [2.6117, -1.6832, -2.6301], [4.2403, -1.4663, -1.8870], [4.4483, 0.0174, 0.5573], [2.9693, -0.6586, 1.3276], [2.9436, -2.3425, -1.0060], [3.1302, 1.1095, 1.1317], [0.1451, -0.2501, -3.3965], [2.2243, 0.9672, 4.5784], [1.2165, -0.1903, 4.6682], [-0.2070, -0.0781, 3.5283], [-1.2414, -1.5137, 4.0569], [-2.0771, -1.3862, 5.3137], [-1.1263, 1.4443, 4.0684], [-1.1928, 1.7234, 5.5547], [2.9093, 0.8068, 3.7299], [2.8462, 1.0276, 5.4913], [1.7243, 1.9390, 4.4535], [1.7410, -1.1302, 4.4223], [0.8267, -0.2618, 5.7005], [-1.9059, -1.7570, 3.2152], [-0.5380, -2.3525, 4.1640], [-2.9699, -0.7760, 5.1429], [-2.4195, -2.3863, 5.6023], [-1.5209, -0.9721, 6.1561], [-0.6177, 2.2690, 3.5409], [-2.1442, 1.3608, 3.6568], [-0.2489, 1.5262, 6.0590], [-1.4202, 2.7784, 5.7217], [-1.9735, 1.1378, 6.0453]],
  "multiplicity": 5,
  "lumo_energy_ha": [-0.3315, -0.3647],
  "energy_ev": -107182.6740,
  "relative_energy_ev": 0.188,
  "homo_lumo_gap_ev": [5.5, 5.5],
  "homo_energy_ha": [-0.533, -0.568],
  "charge": 2
}


Record 4
{
  "formula": "C12H33CsN4O3PSSe4",
  "method": "wB97M-V/def2-TZVPD",
  "species": ["Cs", "Se", "Se", "Se", "Se", "N", "C", "C", "C", "C", "N", "H", "H", "H", "H", "H", "H", "H", "H", "H", "H", "H", "H", "C", "O", "P", "O", "C", "O", "C", "H", "H", "H", "H", "H", "H", "H", "H", "H", "C", "N", "C", "C", "S", "N", "C", "C", "H", "H", "H", "H", "H", "H", "H", "H", "H", "H", "H", "H"],
  "positions_angstrom": [[0.6876, 0.7570, 1.0577], [1.2384, 0.0344, 4.2427], [3.1291, 1.2440, 3.5464], [4.0058, 0.2412, 1.5648], [3.6687, 1.6930, -0.2390], [0.5262, 1.2493, -2.2276], [-0.0156, 2.4215, -2.9192], [-0.0340, 3.6419, -2.0052], [1.3463, 4.2621, -1.7912], [1.4265, 5.1234, -0.5339], [1.2754, 4.2813, 0.6558], [1.4535, 1.4374, -1.8417], [0.6429, 0.4768, -2.8731], [-1.0400, 2.1810, -3.2217], [0.5373, 2.6759, -3.8370], [-0.4436, 3.3465, -1.0391], [-0.7069, 4.3921, -2.4332], [1.6251, 4.8660, -2.6609], [2.1005, 3.4757, -1.6954], [0.6189, 5.8638, -0.5375], [2.3745, 5.6778, -0.5522], [1.3227, 4.8413, 1.4982], [2.0647, 3.6332, 0.6867], [-4.9614, 2.9314, 0.1864], [-4.2804, 1.6883, 0.2471], [-2.6254, 1.7512, 0.1590], [-2.4133, 0.1382, 0.1638], [-2.5931, -0.5394, -1.0790], [-2.2066, 2.0591, 1.6781], [-2.6662, 1.2792, 2.7945], [-6.0150, 2.7217, 0.0108], [-4.5817, 3.5581, -0.6266], [-4.8580, 3.4830, 1.1246], [-2.2884, -1.5718, -0.9286], [-1.9587, -0.0977, -1.8523], [-3.6394, -0.4999, -1.3906], [-2.7526, 1.9609, 3.6374], [-1.9313, 0.5118, 3.0358], [-3.6345, 0.8328, 2.5710], [2.4138, -4.8109, 1.7725], [1.4415, -3.8134, 1.3528], [1.2363, -2.7294, 2.3029], [1.1264, -3.6324, 0.0553], [0.7477, -2.1438, -0.6153], [1.1571, -4.7816, -0.7097], [0.5541, -5.9977, -0.1857], [1.0668, -4.6727, -2.1516], [3.2647, -4.3007, 2.2290], [2.7666, -5.3803, 0.9170], [1.9913, -5.4964, 2.5119], [1.3196, -3.1198, 3.3147], [0.2386, -2.3171, 2.1821], [1.9657, -1.9279, 2.1756], [0.3929, -5.9131, 0.8845], [1.1887, -6.8660, -0.3803], [-0.4172, -6.1684, -0.6646], [1.7184, -3.8790, -2.5056], [0.0459, -4.4483, -2.4798], [1.3833, -5.6247, -2.5814]],
  "lumo_energy_ha": 0.0727,
  "energy_ev": -307144.3020,
  "relative_energy_ev": 0.000,
  "homo_lumo_gap_ev": 5.0,
  "homo_energy_ha": -0.113,
  "charge": -1
}